(1)
81
Properties=species:S:1:pos:R:3:forces:R:3 method="wB97M-V/def2-TZVPD" orbital_gap_ev=5.01 e_above_lowest_kcal_mol=5.1 spin_multiplicity=1 charge=-2
Sn 0.26051 0.33513 0.09703 0.3 0.0 -0.2
C -3.57642 2.27196 -1.35835 0.0 0.0 0.0
C -4.04624 1.41002 -2.34142 -0.1 0.0 0.0
C -3.32881 0.27003 -2.65586 0.1 0.0 0.0
C -2.13632 -0.02110 -1.98362 0.0 0.2 0.1
C -1.65205 0.83749 -0.98038 -0.2 -0.1 0.0
C -2.39572 1.98351 -0.69039 0.0 -0.1 0.0
C -1.34153 -1.22788 -2.31391 0.1 -0.1 0.0
C -1.73586 -2.13356 -3.33727 0.0 0.0 0.0
C -0.97435 -3.22419 -3.60982 0.0 0.0 0.0
C 0.20965 -3.45702 -2.87573 0.0 0.0 0.0
C 1.04798 -4.57160 -3.09578 0.0 0.0 0.0
C 2.17989 -4.73982 -2.34819 0.0 0.0 0.0
C 2.51664 -3.79731 -1.35494 0.0 0.0 0.0
C 1.72793 -2.70454 -1.12371 0.0 0.0 -0.1
C 0.54900 -2.51509 -1.87994 0.0 -0.1 -0.1
N -0.23743 -1.43132 -1.62759 -0.1 0.1 0.0
H -4.13432 3.16961 -1.11340 0.0 0.0 0.0
H -4.96883 1.62876 -2.86707 0.0 0.0 0.0
H -3.71024 -0.38132 -3.43183 0.0 0.0 0.0
H -2.04360 2.65789 0.07905 0.0 -0.1 0.0
H -2.63522 -1.94345 -3.90214 0.0 0.0 0.0
H -1.26005 -3.92251 -4.38932 0.0 0.0 0.0
H 0.77536 -5.28614 -3.86510 0.0 0.0 0.0
H 2.82091 -5.59692 -2.51590 0.0 0.0 0.0
H 3.40920 -3.93278 -0.75780 0.0 0.0 0.0
H 1.99384 -2.00047 -0.34500 0.0 0.0 0.0
O 2.78801 -1.43852 6.28697 0.0 0.0 0.0
C 2.36905 -1.28577 5.15058 0.1 0.0 0.1
C 1.17288 -0.50500 4.73611 -0.2 0.1 0.0
O 0.36257 0.06448 5.47802 0.1 -0.1 0.0
C 1.11142 -0.54939 3.28557 -0.1 0.0 -0.1
C 2.20339 -1.33136 2.75288 -0.1 0.0 0.1
O 2.41541 -1.55409 1.54133 0.0 -0.1 0.2
C 2.95833 -1.88445 3.90346 0.0 0.0 -0.1
O 3.86840 -2.69985 3.86252 0.1 0.0 0.0
O 0.19127 -0.00149 2.59758 -0.2 0.2 0.3
N -1.86292 1.50173 4.07020 0.2 -0.3 -0.1
C -1.90921 2.73848 3.53756 -0.1 0.4 0.1
N -1.46473 3.08369 2.36451 0.1 -0.1 0.1
C -1.65714 4.42223 2.13262 0.0 0.1 0.1
C -2.29244 5.11871 3.11121 0.0 -0.1 0.0
S -2.66954 4.06264 4.42581 0.1 -0.1 -0.1
C -1.09797 5.04889 0.92339 0.0 0.1 -0.1
C -1.40151 6.30779 0.51419 0.0 0.0 -0.1
S -0.44396 6.72825 -0.85874 0.0 -0.1 0.0
C 0.31161 5.14060 -0.77062 -0.1 0.1 0.0
N -0.14199 4.38799 0.17884 0.1 0.0 0.1
N 1.32270 4.84059 -1.62498 0.2 0.1 -0.1
H -1.10489 0.91579 3.68845 0.0 -0.1 -0.2
H -1.86816 1.44853 5.07690 0.0 0.0 0.0
H -2.49008 6.17528 3.16187 0.0 0.0 0.0
H -2.11000 6.99666 0.94026 0.0 0.0 0.0
H 1.44034 5.47358 -2.39715 0.0 -0.1 -0.1
H 1.47542 3.86309 -1.88073 -0.2 -0.1 0.2
C -3.40258 -5.19087 2.31059 0.0 0.0 0.0
C -2.70043 -3.94856 1.83969 0.0 0.0 0.0
C -3.38970 -2.89968 1.24822 0.0 0.0 0.0
C -2.69281 -1.77705 0.82453 0.0 0.0 0.1
N -1.37961 -1.64702 0.96503 0.0 0.0 -0.1
C -0.70904 -2.64777 1.53979 0.0 0.0 -0.1
C -1.32474 -3.80546 1.98085 0.0 0.0 0.0
H -4.48126 -5.10887 2.17696 0.0 0.0 0.0
H -3.19921 -5.37189 3.36713 0.0 0.0 0.0
H -3.05453 -6.06436 1.75557 0.0 0.0 0.0
H -4.46439 -2.94430 1.11725 0.0 0.0 0.0
H -3.21048 -0.94492 0.36093 0.0 0.0 0.0
H 0.36210 -2.50902 1.63204 0.0 0.0 0.0
H -0.72472 -4.58301 2.43748 0.0 0.0 0.0
Te 1.20867 1.38118 -2.91361 0.0 0.2 -0.3
C 3.31366 1.58539 -2.83087 0.0 0.0 0.1
C 4.10281 1.54828 -3.98289 0.0 0.0 0.0
C 5.48096 1.70117 -3.91706 0.0 0.0 0.0
C 6.10936 1.88959 -2.69293 0.0 0.0 0.0
C 5.33903 1.91952 -1.53733 0.0 0.0 0.0
C 3.96118 1.77120 -1.60623 0.0 0.0 0.0
H 3.62392 1.39544 -4.94311 0.0 0.0 0.0
H 6.06831 1.66678 -4.82892 0.0 0.0 0.0
H 7.18593 2.00255 -2.63874 0.0 0.0 0.0
H 5.81143 2.05044 -0.57073 0.0 0.0 0.0
H 3.37593 1.78478 -0.69388 0.0 0.0 0.0



(2)
84
Properties=species:S:1:pos:R:3:forces:R:3 method="wB97M-V/def2-TZVPD" orbital_gap_ev="5.09 / 5.09" e_above_lowest_kcal_mol=24.4 spin_multiplicity=1 charge=0
W -0.09946 -0.65875 -0.06764 0.0 -0.1 -0.5
Br -6.72681 -1.19063 2.92786 0.0 0.0 0.0
C -5.04490 -0.59983 2.28174 -0.2 -0.2 -0.1
C -4.21291 0.15019 3.11163 0.2 0.0 -0.2
C -2.97522 0.55342 2.65459 -0.2 0.2 0.4
C -2.52538 0.21481 1.37644 0.0 0.0 -0.6
O -1.31963 0.57281 0.99591 -0.4 0.3 0.8
C -3.41495 -0.49797 0.51748 -0.2 -0.1 0.6
C -3.09558 -0.63458 -0.86450 0.6 0.8 -0.2
N -1.91867 -0.27950 -1.27950 -0.6 -0.8 0.4
C -1.60154 0.06359 -2.58958 -0.2 0.1 -0.8
C -2.31068 -0.20975 -3.74054 0.2 -0.1 0.7
C -1.88336 0.32180 -4.96319 0.2 0.2 -0.4
C -0.77829 1.13169 -5.04360 -0.2 -0.2 -0.1
C -0.03755 1.43740 -3.88421 0.0 -0.2 0.4
C 1.10775 2.26193 -3.86292 0.1 0.1 0.3
C 1.70852 2.53360 -2.66223 0.1 0.2 -0.7
C 1.20552 1.97584 -1.48343 -0.5 -0.3 0.6
N 0.16940 1.15841 -1.46509 0.3 0.4 -0.3
C -0.44889 0.88963 -2.65010 -0.3 0.2 -0.2
C -4.66587 -0.91188 1.00170 0.1 0.0 0.0
H -4.54196 0.40401 4.10965 0.0 0.0 0.0
H -2.31329 1.12480 3.29255 0.0 0.0 0.0
H -3.88412 -0.88332 -1.57065 -0.1 0.1 0.0
H -3.18794 -0.84186 -3.70157 0.0 0.0 0.0
H -2.44334 0.09458 -5.86091 0.0 0.0 0.0
H -0.46996 1.55159 -5.99251 0.0 0.0 0.0
H 1.48606 2.66850 -4.79255 0.0 0.0 0.0
H 2.58145 3.16891 -2.61406 0.0 0.0 0.1
H 1.66855 2.18322 -0.52514 0.1 -0.1 0.0
H -5.32653 -1.47619 0.35517 0.0 0.0 0.0
O 3.05145 1.43322 1.28856 0.0 0.0 0.0
C 2.41009 0.41198 1.27481 0.1 -0.2 0.1
O 1.09972 0.38076 1.10382 0.8 0.9 0.3
C 3.02498 -0.96075 1.49350 -0.3 -0.1 -0.3
P 1.66479 -2.21804 1.41224 0.9 0.4 0.9
C 1.12897 -2.18906 3.18203 -0.3 0.0 -0.2
C 1.60455 -3.12406 4.10067 0.0 0.0 -0.1
C 1.21291 -3.07118 5.43030 0.0 0.0 0.0
C 0.34205 -2.08428 5.86261 0.0 0.0 0.0
C -0.13203 -1.14413 4.95978 0.0 0.0 0.0
C 0.25171 -1.19479 3.62863 0.1 -0.1 0.1
C 2.60160 -3.79304 1.36585 -0.4 0.0 -0.4
C 1.86719 -4.97851 1.36431 0.0 0.1 -0.1
C 2.49473 -6.20000 1.19342 -0.1 -0.1 0.0
C 3.86922 -6.25432 1.01063 0.0 0.0 0.0
C 4.60789 -5.08201 1.03003 0.0 -0.1 0.0
C 3.98116 -3.85714 1.20922 0.0 0.0 0.0
H 3.56619 -0.98730 2.43760 0.0 0.0 0.0
H 3.72797 -1.12561 0.67890 0.1 0.0 0.0
H 2.28428 -3.89804 3.77012 0.0 0.0 0.1
H 1.59266 -3.80655 6.12824 0.0 0.0 0.0
H 0.04104 -2.04501 6.90182 0.0 0.0 0.0
H -0.80924 -0.36891 5.29675 0.0 0.0 0.0
H -0.12760 -0.45733 2.94160 0.0 0.1 -0.1
H 0.78950 -4.93831 1.47215 0.0 0.0 0.0
H 1.90811 -7.11003 1.17424 0.0 0.0 0.0
H 4.36132 -7.20453 0.84797 0.0 0.0 0.0
H 5.67903 -5.10985 0.87584 0.0 0.0 0.0
H 4.59050 -2.96577 1.20461 0.0 0.1 0.0
O -1.10595 -1.83944 1.05925 -1.5 -2.8 1.0
C -1.33628 -3.13896 1.04251 0.2 2.2 0.2
C -1.30605 -3.89463 -0.13667 0.4 -0.2 -0.9
C -1.74281 -5.23198 -0.15839 -0.1 -0.1 0.0
C -1.83440 -5.91020 -1.35332 0.1 0.5 0.4
C -1.51848 -5.29648 -2.56440 0.1 0.4 -0.1
C -1.04052 -4.00017 -2.55770 -0.1 -0.5 -0.5
C -0.88333 -3.30054 -1.36581 0.1 0.6 0.9
O -0.33044 -2.10102 -1.37801 0.2 -1.3 -0.7
N -2.29477 -7.29210 -1.35025 -0.2 -0.5 0.0
O -2.48728 -7.82965 -0.27348 0.1 0.2 -0.1
O -2.46706 -7.83821 -2.42650 0.1 0.2 0.2
H -1.66860 -3.56834 1.98164 -0.2 0.1 0.0
H -2.03934 -5.71295 0.76379 0.0 -0.1 0.0
H -1.64687 -5.84637 -3.48426 0.1 0.0 0.0
H -0.75569 -3.51725 -3.48414 0.0 0.0 0.0
C 2.05430 -1.67266 -3.50342 0.0 0.1 0.3
S 2.52451 -1.80709 -1.79208 -0.3 -0.4 -0.4
O 3.93150 -1.54262 -1.69534 0.1 0.4 0.1
O 2.08872 -3.09713 -1.32577 0.2 -0.2 -0.1
O 1.71670 -0.69810 -1.11275 0.9 -0.3 -0.7
H 2.45780 -2.53930 -4.02119 0.0 0.0 0.0
H 2.47005 -0.74874 -3.90043 0.0 0.0 0.0
H 0.96702 -1.66500 -3.53283 0.0 0.0 -0.1



(3)
84
Properties=species:S:1:pos:R:3:forces:R:3 method="wB97M-V/def2-TZVPD" orbital_gap_ev="5.98 / 5.52" e_above_lowest_kcal_mol=7.5 spin_multiplicity=2 charge=0
Ru 0.57838 -0.20152 0.44813 -0.3 0.1 0.4
Cl 3.21430 -6.21760 2.19531 0.0 0.0 0.0
C 3.03994 -4.67471 1.41672 0.0 0.0 0.0
C 2.27197 -3.70515 2.03744 0.0 0.0 0.0
C 2.05817 -2.48216 1.40820 0.1 0.1 0.0
N 1.16280 -1.50845 1.84901 0.1 -0.1 0.2
C 0.54624 -1.51950 3.04410 0.0 0.0 -0.1
O 0.77525 -2.22348 4.01910 0.0 0.0 0.0
C -0.62116 -0.56388 3.06785 0.0 0.0 0.0
C -1.38317 -0.42068 4.21037 0.0 0.0 0.0
C -2.49641 0.40048 4.17113 0.0 0.0 0.0
C -2.81874 1.03145 2.98153 0.0 0.0 0.0
C -2.00299 0.84372 1.87879 0.0 -0.1 0.0
N -0.91877 0.07024 1.92256 -0.1 0.2 0.0
C 2.67039 -2.19155 0.17534 -0.1 0.0 0.2
C 3.47518 -3.16770 -0.40743 -0.1 0.1 0.1
C 3.64104 -4.40556 0.19272 0.0 0.0 0.0
Cl 4.60999 -5.59864 -0.61017 0.0 0.0 0.0
N 2.34553 -0.95663 -0.44982 0.2 0.0 -0.5
C 3.43145 -0.34345 -1.01977 0.1 0.0 0.2
O 4.59105 -0.70951 -0.84570 -0.1 -0.1 0.0
C 3.26598 0.82257 -1.98208 0.0 0.0 0.1
C 4.43365 1.31633 -2.56600 0.0 0.0 0.0
C 4.33433 2.32281 -3.50734 0.0 0.0 0.0
C 3.07878 2.80839 -3.84211 0.0 0.0 0.0
C 1.97963 2.26286 -3.20120 0.0 0.0 0.0
N 2.06966 1.29811 -2.29007 -0.2 -0.1 0.0
H 1.82249 -3.89842 2.99769 0.0 0.0 0.0
H -1.08376 -0.97470 5.08882 0.0 0.0 0.0
H -3.11060 0.53902 5.05142 0.0 0.0 0.0
H -3.68934 1.66625 2.89398 0.0 0.0 0.0
H -2.22734 1.31496 0.93162 0.0 0.0 0.0
H 3.96932 -2.97988 -1.34719 0.0 0.0 0.0
H 5.38068 0.89313 -2.26909 0.0 0.0 0.0
H 5.22370 2.71844 -3.98140 0.0 0.0 0.0
H 2.95125 3.58070 -4.58888 0.0 0.0 0.0
H 0.97259 2.60168 -3.43578 0.0 0.0 0.0
S 1.54842 1.64540 1.34868 0.1 -0.7 -0.2
C 0.33597 2.70257 0.73449 -0.2 0.8 0.5
N 0.12287 3.84647 1.38546 0.3 -0.5 -0.3
N -0.65603 4.78211 0.87510 -0.2 0.3 0.1
C -0.81334 5.25755 -0.44857 -0.1 0.0 0.0
C 0.06363 4.95661 -1.48449 0.0 0.1 0.0
C -0.12739 5.55288 -2.71971 0.0 -0.1 0.0
C -1.18001 6.43079 -2.94039 0.0 0.0 0.0
C -2.04332 6.73369 -1.89853 0.0 0.0 0.0
C -1.85832 6.15480 -0.65396 0.0 -0.1 0.0
N -0.41914 2.39491 -0.35032 0.1 -0.6 -0.4
N -0.30410 1.18141 -0.75925 -0.1 0.5 0.1
C -1.02187 0.94747 -1.97031 0.0 0.0 -0.1
C -0.59003 -0.08326 -2.79649 0.0 0.0 0.0
C -1.23339 -0.30374 -4.00234 0.0 0.0 0.0
C -2.30760 0.49079 -4.37903 0.0 0.0 0.0
C -2.73555 1.51755 -3.54780 0.0 0.0 0.0
C -2.09194 1.75579 -2.34453 0.0 0.0 0.0
H -0.88249 5.47113 1.57381 0.1 0.1 0.0
H 0.89397 4.28237 -1.33496 0.0 0.0 0.0
H 0.56562 5.32666 -3.51966 0.0 0.0 0.0
H -1.31952 6.88083 -3.91408 0.0 0.0 0.0
H -2.86477 7.42160 -2.05013 0.0 0.0 0.0
H -2.53039 6.39036 0.16340 0.0 0.0 0.0
H 0.26878 -0.66380 -2.49997 0.0 0.0 0.0
H -0.89140 -1.09909 -4.65214 0.0 0.0 0.0
H -2.81053 0.31127 -5.32060 0.0 0.0 0.0
H -3.57307 2.13920 -3.83661 0.0 0.0 0.0
H -2.40490 2.56466 -1.69907 0.0 0.0 0.0
N 0.43945 -4.02683 -0.89479 -0.1 -0.1 0.1
C -0.48786 -3.58855 -0.02731 0.1 -0.1 0.1
S -1.22574 -2.07991 -0.27868 0.2 0.2 0.0
N -0.76284 -4.42478 0.98563 0.0 0.0 0.0
C -1.56210 -4.24407 2.14900 0.0 0.0 0.0
C -2.76631 -3.55118 2.15999 0.0 0.0 0.0
C -3.46672 -3.43397 3.35301 0.0 0.0 0.0
C -2.99389 -4.01403 4.51920 0.0 0.0 0.0
C -1.80895 -4.73501 4.49027 0.0 0.0 0.0
C -1.09619 -4.85122 3.31134 0.0 0.1 0.0
H 0.75908 -3.34775 -1.56385 0.0 0.1 0.0
H 1.12770 -4.70676 -0.59826 0.0 0.0 0.0
H -0.14526 -5.22242 1.05518 0.0 0.0 0.0
H -3.15573 -3.11555 1.25600 0.0 0.0 -0.1
H -4.40273 -2.88929 3.35787 0.0 0.0 0.0
H -3.55000 -3.91619 5.44242 0.0 0.0 0.0
H -1.42674 -5.19662 5.39089 0.0 0.0 0.0
H -0.15676 -5.39279 3.29629 0.0 0.0 0.0